70
Properties=species:S:1:pos:R:3:forces:R:3 method="wB97M-V/def2-TZVPD" smiles="C[C@@H](C(=O)NC1CCN(Cc2ccccc2)CC1)N1C(=O)N2CCc3c([nH]c4ccccc34)[C@@]2(C)C1=O" total_energy_ev=-44205.0447 largest_force_ev_per_a=0.6 lumo_energy_ev=0.54 de_lowest_kcal_mol=0.0 spin_multiplicity=1 gap_ev=8.70
C 1.332 3.702 -1.160 0.02 -0.08 0.08
C 0.983 3.127 0.210 -0.11 0.41 -0.03
N 1.380 1.729 0.325 -0.11 0.16 -0.06
C 2.272 1.306 1.269 0.12 -0.28 -0.02
O 2.841 1.982 2.087 0.09 -0.02 0.17
C 2.421 -0.202 1.075 0.15 -0.10 0.40
N 1.545 -0.456 -0.049 0.10 -0.09 0.26
C 1.001 0.682 -0.526 -0.13 -0.01 0.07
O 0.280 0.785 -1.497 -0.01 0.00 -0.40
C 1.718 -1.654 -0.838 0.07 -0.19 -0.38
H 0.938 -1.662 -1.600 0.03 -0.06 0.13
H 1.585 -2.514 -0.176 -0.03 0.02 -0.08
C 3.116 -1.687 -1.476 -0.07 0.11 0.09
C 4.132 -1.244 -0.473 -0.35 0.18 0.26
C 3.813 -0.558 0.665 -0.14 -0.13 -0.43
N 4.938 -0.254 1.380 -0.17 0.13 0.31
C 6.022 -0.730 0.696 0.24 -0.34 -0.45
C 7.376 -0.668 1.000 0.05 0.05 0.06
C 8.256 -1.257 0.118 0.03 0.07 0.11
C 7.807 -1.896 -1.041 0.08 -0.11 -0.18
C 6.468 -1.962 -1.352 -0.02 0.04 0.07
C 5.553 -1.373 -0.479 0.19 0.21 0.35
H 6.128 -2.455 -2.250 -0.01 -0.06 -0.11
H 8.533 -2.345 -1.704 0.05 -0.04 -0.06
H 9.316 -1.226 0.324 0.08 0.01 0.03
H 7.721 -0.174 1.895 0.07 0.04 0.09
H 4.953 0.330 2.200 0.01 0.02 -0.06
H 3.335 -2.695 -1.833 -0.04 -0.02 -0.05
H 3.139 -1.015 -2.340 -0.04 -0.09 -0.06
C 1.975 -0.939 2.343 0.02 0.16 -0.11
H 2.156 -2.007 2.243 0.02 -0.06 -0.02
H 0.915 -0.770 2.518 -0.08 0.04 0.04
H 2.536 -0.561 3.194 0.06 -0.02 0.10
H 1.549 3.649 0.992 -0.23 -0.16 -0.15
C -0.512 3.324 0.549 0.62 -0.07 -0.08
O -0.857 4.024 1.478 -0.09 0.21 0.31
N -1.352 2.695 -0.282 -0.39 -0.29 -0.39
H -0.978 2.066 -0.983 0.17 0.12 0.09
C -2.786 2.681 -0.072 -0.34 0.30 0.29
C -3.181 1.586 0.929 0.11 -0.09 -0.19
C -2.996 0.192 0.315 0.01 0.09 0.31
N -3.708 0.010 -0.935 -0.09 -0.13 -0.14
C -3.309 1.015 -1.898 -0.07 0.23 -0.13
C -3.500 2.459 -1.406 0.12 -0.19 0.05
H -4.564 2.661 -1.273 -0.03 0.04 -0.01
H -3.115 3.156 -2.152 -0.04 0.08 -0.02
H -2.254 0.836 -2.127 -0.01 0.02 -0.11
H -3.878 0.862 -2.819 0.08 -0.01 -0.02
C -5.144 -0.145 -0.779 0.07 0.05 -0.08
C -5.465 -1.426 -0.056 -0.10 0.02 0.06
C -4.820 -2.603 -0.420 -0.03 0.01 -0.01
C -5.108 -3.790 0.227 0.04 -0.06 -0.05
C -6.051 -3.817 1.243 -0.06 -0.06 0.10
C -6.698 -2.651 1.610 -0.08 -0.09 0.08
C -6.403 -1.461 0.965 0.05 0.06 -0.09
H -6.910 -0.552 1.260 -0.02 0.11 0.02
H -7.432 -2.665 2.402 -0.05 -0.01 0.07
H -6.279 -4.745 1.747 -0.01 -0.07 0.04
H -4.600 -4.699 -0.062 0.04 -0.07 -0.03
H -4.083 -2.568 -1.208 0.10 0.00 -0.07
H -5.575 -0.195 -1.785 0.00 0.11 0.06
H -5.624 0.699 -0.256 -0.05 -0.06 -0.06
H -1.935 0.021 0.109 0.03 -0.04 0.08
H -3.333 -0.574 1.018 0.13 0.01 0.00
H -4.224 1.728 1.218 -0.06 0.03 0.07
H -2.571 1.684 1.828 -0.03 0.04 0.06
H -3.047 3.660 0.349 0.01 -0.19 -0.11
H 2.407 3.651 -1.323 0.07 0.01 -0.01
H 1.020 4.742 -1.201 -0.01 0.10 -0.01
H 0.832 3.151 -1.952 0.00 0.03 -0.06